1.
Below is a cluster of 2 separate species, C5H13NO2 in total in a non-equilibrium geometry, with properties calculated with ωB97M-V with the def2-TZVPD basis set.

Each line ends with the natural charge from an NBO analysis.
Atoms and positions in Å:
O (-3.294, -0.603, 0.228)  -0.302
C (-2.497, 0.215, 0.564)  0.442
C (-1.019, 0.031, 0.088)  -0.169
C (-0.155, -0.759, 1.202)  -0.353
C (1.390, -0.476, 1.231)  -0.387
C (1.999, -0.841, -0.145)  -0.613
N (-0.578, 1.342, -0.242)  -0.530
H (-2.749, 1.156, 1.129)  0.198
H (-0.720, -0.599, -0.871)  0.316
H (-0.307, -1.834, 1.123)  0.256
H (-0.441, -0.408, 2.232)  0.233
H (1.531, 0.612, 1.292)  0.189
H (1.835, -1.002, 2.041)  0.253
H (1.737, -1.868, -0.365)  0.218
H (1.485, -0.208, -0.873)  0.174
H (3.084, -0.875, -0.285)  0.255
H (-0.633, 1.846, 0.656)  0.390
H (0.348, 1.394, -0.626)  0.411
H (-1.093, 0.625, -2.950)  0.493
H (0.228, 1.500, -2.491)  0.472
O (-0.150, 0.752, -2.939)  -0.946

Output
* E: -10970.0774 eV
* E_LUMO (spin up / spin down): -4.43 / -9.10 eV
* spin multiplicity: 2
* relative energy (zero: lowest compared OMol25 entry of this formula, charge and spin): 63.31 kcal per mole
* charge: +1
* expectation value of S²: 0.76

***

2.
Below is the molecule C5H11N3 in a non-equilibrium geometry, with properties calculated with ωB97M-V with the def2-TZVPD basis set.

Each line ends with the natural charge from an NBO analysis.
Atoms and positions in Å:
C (1.203, -2.161, 0.691)  -0.424
C (0.185, 1.899, 0.723)  -0.677
N (0.322, -1.022, 0.568)  -0.459
C (0.396, 0.790, -0.267)  0.296
N (-2.371, 0.695, -0.552)  -0.655
C (-0.871, -1.082, 0.045)  0.265
C (1.363, 0.819, -1.201)  -0.621
N (-1.117, 0.066, -0.603)  -0.287
H (-2.716, 0.834, -1.496)  0.363
H (-3.054, 0.184, 0.000)  0.355
H (-1.606, -1.879, 0.166)  0.175
H (1.677, -2.174, 1.675)  0.200
H (1.978, -2.075, -0.079)  0.206
H (0.681, -3.115, 0.566)  0.181
H (-0.626, 2.553, 0.392)  0.228
H (1.087, 2.510, 0.810)  0.224
H (-0.073, 1.502, 1.707)  0.220
H (1.514, -0.012, -1.879)  0.199
H (2.029, 1.669, -1.266)  0.210

Output
* E: -9829.4386 eV
* E_LUMO: 0.90 eV
* spin multiplicity: 1
* relative energy (zero: lowest compared OMol25 entry of this formula, charge and spin): 103.03 kcal per mole

***

3.
Below is a cluster of 2 separate species, C3H3I2N in total in a non-equilibrium geometry, with properties calculated with ωB97M-V with the def2-TZVPD basis set.

Each line ends with the natural charge from an NBO analysis.
Atoms and positions in Å:
C (0.964, 0.026, -1.497)  0.211
C (0.389, 1.053, 0.609)  -0.317
C (0.786, -0.025, -0.082)  -0.320
N (1.002, -0.003, -2.621)  -0.264
I (-3.252, -1.087, 0.740)  -0.074
I (1.404, -1.819, 0.767)  0.223
H (0.326, 0.981, 1.685)  0.225
H (0.183, 2.081, 0.011)  0.244
H (-1.802, -1.208, 0.386)  0.072

Output
* E: -20849.1143 eV
* E_LUMO: -0.19 eV
* spin multiplicity: 1
* relative energy (zero: lowest compared OMol25 entry of this formula, charge and spin): 22.17 kcal per mole

***

Question: Which of these has the lowest relative energy (zero: lowest compared OMol25 entry of this formula, charge and spin)?
Answer: C3H3I2N